# C18H36O37RbS7Y

A molecular structure, C18H36O37RbS7Y at a distorted geometry (ωB97M-V/def2-TZVPD, the Open Molecules 2025 dataset).

Cartesian coordinates (Å):
1 Rb 3.147 2.884 1.159
2 Y 0.813 -0.726 -0.343
3 S -0.371 1.878 0.400
4 O 0.451 2.927 1.008
5 O 0.258 1.511 -0.837
6 O -0.147 0.609 1.145
7 O -1.777 2.238 0.340
8 S 2.653 -3.813 -0.912
9 O 3.846 -3.805 -0.021
10 O 1.679 -4.911 -0.652
11 O 1.882 -2.550 -0.857
12 O 3.355 -3.916 -2.211
13 S 3.518 0.034 -0.979
14 O 4.606 -0.988 -1.029
15 O 2.808 0.002 0.303
16 O 4.076 1.385 -1.072
17 O 2.418 -0.123 -1.901
18 S -1.650 -1.943 -1.408
19 O -1.085 -1.944 -0.062
20 O -2.773 -1.026 -1.632
21 O -0.454 -1.356 -2.000
22 O -1.910 -3.270 -1.924
23 C 4.231 -1.960 4.818
24 C 3.256 -1.726 3.655
25 O 2.107 -2.437 3.849
26 C 1.179 -2.378 2.888
27 O 1.182 -1.941 1.699
28 O 0.190 -3.210 3.333
29 C -0.902 -3.513 2.471
30 H 4.080 -2.992 5.134
31 H 3.866 -1.445 5.707
32 H 5.205 -1.472 4.783
33 H 3.781 -2.095 2.774
34 H 3.211 -0.641 3.558
35 H -0.648 -3.818 1.456
36 H -1.599 -2.681 2.370
37 H -1.480 -4.379 2.795
38 C -5.143 3.747 -6.044
39 C -3.625 4.223 -6.066
40 O -2.722 3.121 -5.991
41 C -2.415 2.572 -4.800
42 O -3.152 2.586 -3.818
43 O -1.362 1.746 -5.089
44 C -0.912 0.860 -4.049
45 H -5.521 3.528 -5.045
46 H -5.464 2.921 -6.679
47 H -5.694 4.564 -6.509
48 H -3.319 4.986 -5.351
49 H -3.511 4.636 -7.069
50 H -1.439 -0.040 -3.735
51 H -0.558 1.467 -3.215
52 H 0.102 0.543 -4.294
53 C -3.546 -0.847 3.389
54 C -3.872 -1.711 4.647
55 O -3.262 -1.083 5.692
56 C -3.871 -0.414 6.625
57 O -5.056 -0.122 6.623
58 O -3.044 -0.197 7.557
59 C -3.586 0.300 8.816
60 H -4.196 0.009 3.213
61 H -3.847 -1.584 2.643
62 H -2.494 -0.587 3.272
63 H -3.456 -2.709 4.506
64 H -4.959 -1.735 4.735
65 H -2.856 -0.030 9.555
66 H -4.570 -0.057 9.121
67 H -3.486 1.360 9.046
68 C 0.055 -2.761 -4.761
69 C 1.548 -2.430 -4.629
70 O 1.862 -2.165 -5.969
71 S 0.860 -2.728 -7.114
72 O 1.247 -4.056 -7.472
73 O 0.460 -1.625 -8.056
74 O -0.352 -2.945 -6.078
75 H -0.736 -2.169 -4.301
76 H 0.001 -3.719 -4.244
77 H 2.031 -3.354 -4.312
78 H 1.650 -1.570 -3.966
79 C 0.646 1.570 4.109
80 C 0.298 0.463 5.094
81 O 1.347 0.441 6.000
82 S 2.293 1.868 5.955
83 O 3.507 1.498 5.291
84 O 2.255 2.545 7.305
85 O 1.269 2.566 4.891
86 H -0.221 2.081 3.690
87 H 1.186 1.167 3.253
88 H -0.064 -0.486 4.698
89 H -0.584 0.720 5.681
90 C 3.422 3.351 -3.334
91 C 1.982 3.149 -3.067
92 O 1.341 3.822 -4.139
93 S 2.109 3.635 -5.561
94 O 1.744 4.730 -6.489
95 O 2.033 2.257 -6.007
96 O 3.475 3.857 -4.694
97 H 3.812 2.333 -3.303
98 H 4.103 3.806 -2.614
99 H 1.575 3.582 -2.153
100 H 1.682 2.109 -3.196

The calculation puts the total energy at -6341.09908 a.u. The total charge is -4. The value obtained for the frontier orbital gap is 1.634 eV.